Below is an isolated molecule of C2H2Cl2N2 at a distorted geometry, with properties calculated with ωB97M-V with the def2-TZVPD basis set.

* net charge: 0
* <S²>: 2.025
* HOMO level (alpha / beta): -7.733 / -9.776 eV
* multiplicity: 3
* molecular weight: 124.958 g/mol
* DFT total energy: -30123.9498 eV

XYZ file:
```
8
C2H2Cl2N2 | the Open Molecules 2025 dataset | ωB97M-V with the def2-TZVPD basis set
C 0.8663 0.5455 1.0941
C 0.3149 0.3389 -0.1046
N 1.3364 0.7975 2.1855
N 3.8950 -0.1412 1.1379
Cl 3.9152 0.4939 -0.4481
Cl 3.3379 0.7832 2.2519
H -0.5145 -0.3008 -0.3613
H 0.4864 1.1790 -0.8031
```

These are the natural (NBO) partial charges, in e, on atoms 1 to 5:
1. C 0.232
2. C -0.423
3. N -0.380
4. N -0.494
5. Cl 0.125